(1)
Here is C15H24N7O3RuS as an isolated structure at a distorted geometry from OMol25. Energies are from ωB97M-V with the def2-TZVPD basis set.

highest occupied orbital energy	-17.24	eV
E_tot	-1686.9974	Ha
net charge	+3

```
51
Properties=species:S:1:pos:R:3:forces:R:3:lowdin_charge:R:1
Ru -0.516 1.736 -0.257 -0.63 1.51 -0.48 1.071
N -2.338 1.245 0.777 0.11 0.03 -0.01 -0.071
C -2.656 2.424 1.635 0.08 0.00 0.13 -0.184
C -1.358 3.060 2.090 -0.13 0.26 0.10 -0.155
N -0.564 3.496 0.906 0.26 -1.15 0.15 -0.282
C 0.880 3.607 1.219 0.17 0.32 0.05 -0.169
C 1.705 3.707 -0.052 0.00 0.00 0.13 -0.170
N 1.334 2.588 -0.985 -0.06 0.01 0.15 -0.054
C -1.130 4.707 0.271 -0.03 0.09 -0.13 -0.131
C -1.174 4.537 -1.229 -0.13 0.21 -0.15 -0.178
N -1.593 3.146 -1.545 0.41 -0.47 0.54 -0.025
H -3.144 1.025 0.198 -0.02 -0.07 0.04 0.108
H -2.207 0.438 1.382 -0.05 -0.05 -0.04 0.106
H -3.244 2.141 2.508 -0.06 -0.02 -0.04 0.140
H -3.258 3.120 1.053 -0.03 -0.01 0.01 0.116
H -0.767 2.324 2.637 0.04 0.03 0.03 0.127
H -1.558 3.893 2.769 0.05 0.04 -0.03 0.151
H 1.167 2.704 1.761 -0.05 0.01 0.08 0.118
H 1.089 4.461 1.872 -0.07 0.02 0.00 0.151
H 2.758 3.660 0.220 0.03 -0.02 -0.09 0.137
H 1.557 4.665 -0.545 0.01 -0.01 -0.04 0.118
H 2.117 1.948 -1.068 -0.01 -0.01 -0.03 0.095
H 1.207 2.958 -1.923 0.12 -0.02 -0.03 0.098
H -0.559 5.601 0.532 0.03 -0.05 0.11 0.151
H -2.138 4.858 0.654 0.00 0.02 0.00 0.129
H -0.209 4.709 -1.699 0.02 0.00 0.03 0.106
H -1.860 5.280 -1.640 -0.02 -0.11 -0.18 0.144
H -1.456 2.978 -2.539 -0.06 -0.11 0.00 0.118
H -2.593 3.061 -1.383 -0.02 -0.07 -0.10 0.108
O -0.337 -9.049 -1.127 0.06 -0.23 0.10 -0.143
S -0.903 -8.064 -0.291 -1.42 -0.97 -0.74 0.673
O -1.903 -7.186 -0.766 -0.25 0.03 0.10 -0.173
O -0.374 -7.851 1.028 0.51 0.43 -0.14 -0.158
C 0.931 -6.517 -0.353 2.39 2.04 0.96 -0.142
N 2.014 -7.082 -0.358 -0.06 -1.31 0.09 0.256
C 3.062 -6.226 -0.396 -0.03 0.32 -0.26 0.063
C 2.782 -4.861 -0.407 -0.19 -0.11 -0.01 0.086
C 1.453 -4.426 -0.354 0.31 0.02 -0.25 -0.107
N 0.473 -5.369 -0.319 -1.31 -0.12 0.09 0.261
C 1.009 -3.010 -0.340 -0.04 0.03 0.02 -0.117
C 1.832 -1.986 0.113 0.07 -0.01 0.03 0.035
C 1.361 -0.684 0.084 0.00 -0.07 -0.04 -0.098
N 0.146 -0.351 -0.380 0.02 -0.38 -0.13 -0.068
C -0.651 -1.351 -0.797 -0.01 0.02 0.01 -0.087
C -0.269 -2.677 -0.778 0.01 -0.12 -0.01 0.042
H 4.059 -6.646 -0.404 -0.01 -0.05 -0.05 0.159
H 3.600 -4.157 -0.473 0.01 0.00 0.14 0.143
H 2.821 -2.173 0.509 -0.01 0.00 0.00 0.134
H 1.989 0.114 0.459 0.00 0.04 -0.06 0.113
H -1.627 -1.076 -1.174 -0.01 0.03 0.04 0.121
H -0.962 -3.446 -1.094 0.00 0.05 -0.10 0.135
```
Forces are in eV/Å.

***

(2)
Here is a 6-piece molecular cluster, C15H24NO18S overall at a distorted geometry from OMol25. Energies are from ωB97M-V with the def2-TZVPD basis set.

highest occupied orbital energy	-6.62	eV
E_tot	-2392.9837	Ha
net charge	-1
relative energy (zero: lowest compared OMol25 entry of this formula, charge and spin)	146.6	kJ/mol

```
59
Properties=species:S:1:pos:R:3:forces:R:3:lowdin_charge:R:1
N 0.299 -0.535 0.199 -1.48 0.30 1.43 -0.569
O 1.195 -0.210 -0.581 0.19 -0.03 0.06 -0.042
O -0.329 -1.631 0.045 0.70 1.37 0.40 -0.077
O -0.019 0.262 1.189 0.51 -1.59 -1.76 -0.094
O -3.220 0.274 -3.282 -0.42 1.01 0.87 -0.273
S -3.904 -0.938 -2.975 -0.11 -1.64 -1.02 0.644
O -5.275 -1.014 -2.509 1.09 0.48 -0.53 -0.287
O -3.745 -1.737 -4.412 0.44 -0.06 2.32 -0.284
C -4.545 -1.185 -5.476 5.40 -1.65 -1.30 -0.267
C -3.918 -1.860 -6.672 1.22 1.63 -3.98 -0.071
C -2.870 -1.946 -1.966 1.91 -0.36 -3.27 -0.114
H -4.576 -0.161 -5.420 0.97 2.77 -0.63 0.096
H -5.403 -1.408 -5.153 -7.45 -2.42 1.19 0.037
H -3.996 -2.947 -6.925 -0.20 0.77 1.35 0.074
H -2.813 -1.573 -6.523 -1.48 -0.76 -0.64 0.101
H -4.214 -1.423 -7.789 0.52 -0.49 3.04 0.123
H -1.855 -1.950 -2.463 -0.93 0.58 1.14 0.111
H -3.095 -2.965 -1.899 -1.23 -1.82 -1.12 0.061
H -2.924 -1.820 -0.954 0.35 2.00 2.56 0.006
C 5.188 0.250 -2.618 -0.43 -5.40 -1.96 -0.154
C 4.060 0.624 -1.681 -0.53 0.59 -5.42 -0.135
O 4.668 1.612 -0.973 -4.00 2.09 3.77 0.136
C 5.742 2.019 -1.493 3.63 8.05 3.80 -0.655
O 6.385 3.055 -1.128 -2.22 -3.83 -1.31 0.076
O 6.076 1.239 -2.386 4.78 -1.63 -5.74 0.135
H 4.949 -0.031 -3.762 0.37 1.64 2.39 0.176
H 5.618 -0.754 -2.305 0.00 1.10 -0.10 0.139
H 3.916 -0.107 -1.022 -1.78 -3.09 2.16 0.070
H 3.257 0.850 -2.469 0.10 0.47 2.42 0.174
C 4.028 -1.405 2.194 2.42 -2.98 -2.78 -0.206
C 2.896 -0.524 2.119 -0.99 -0.45 2.09 -0.100
O 2.992 0.215 3.355 -1.65 2.55 -1.46 0.118
C 3.938 -0.232 4.100 1.89 -0.17 0.88 -0.602
O 4.308 0.196 5.154 -0.36 -0.35 -0.20 0.157
O 4.506 -1.274 3.456 2.58 -0.38 2.05 0.089
H 4.700 -1.200 1.264 0.14 0.27 2.08 0.152
H 3.904 -2.472 2.047 -0.89 -0.28 -0.06 0.135
H 2.001 -1.019 2.310 -1.89 -0.71 -1.06 0.124
H 3.114 -0.086 1.213 -1.35 2.53 -1.50 0.093
C 0.547 2.837 3.106 -1.17 -8.25 0.49 -0.240
C -0.165 3.456 1.998 -2.68 1.94 0.24 -0.105
O 0.326 4.768 2.259 -0.47 2.58 -2.00 0.059
C 0.921 4.915 3.436 -0.70 4.21 0.21 -0.568
O 1.230 6.017 3.899 -0.21 -3.03 -0.83 0.105
O 0.916 3.743 3.985 2.32 1.95 4.17 0.120
H 1.366 2.211 2.700 0.15 0.72 0.23 0.131
H 0.027 2.048 3.756 0.03 0.88 -1.34 0.166
H -1.352 3.493 1.892 2.56 -0.28 0.59 0.179
H 0.285 3.186 1.104 0.18 -0.85 -1.86 0.101
C -2.985 -0.577 2.894 -2.89 2.75 -0.78 -0.136
C -3.382 -1.516 1.785 2.83 1.38 0.40 -0.163
O -4.371 -2.200 2.448 -1.87 -2.39 1.21 0.036
C -4.314 -2.033 3.866 -1.28 -1.02 -2.74 -0.557
O -5.027 -2.583 4.634 -0.05 -0.31 0.05 0.168
O -3.417 -1.150 4.082 1.30 0.62 2.20 0.117
H -3.465 0.416 2.845 -0.64 -0.31 -0.30 0.145
H -2.052 -0.257 3.017 4.41 0.24 0.05 0.073
H -2.380 -2.000 1.546 -1.64 -0.58 -0.24 0.140
H -3.768 -0.958 0.928 -0.02 -0.33 0.09 0.130
```
Forces are in eV/Å.

***

(3)
Here is C15H25AlCsF3LiN2O18S3 as an isolated structure at a distorted geometry from OMol25. Energies are from ωB97M-V with the def2-TZVPD basis set.

highest occupied orbital energy	-9.81	eV
E_tot	-3814.1230	Ha
net charge	+1

```
69
Properties=species:S:1:pos:R:3:forces:R:3:lowdin_charge:R:1
C -2.890 0.120 -1.060 -0.69 0.67 0.70 0.053
C -3.370 -0.827 -0.019 0.94 -0.65 -0.71 -0.574
O -3.232 -2.000 -0.090 0.03 -0.15 0.67 0.116
O -4.081 -0.270 1.101 0.95 0.05 -0.53 -0.255
C -3.290 -0.399 2.308 -0.06 0.38 0.67 -0.117
C -1.880 0.164 2.199 -0.36 0.00 0.19 -0.046
O -0.907 -0.907 2.434 0.71 0.62 0.30 0.079
C 0.061 -0.968 1.552 -1.47 -0.48 -1.02 -0.558
O -0.015 -1.423 0.459 0.62 0.27 0.02 0.216
O 1.274 -0.398 2.026 0.35 -0.28 -0.12 -0.052
S 2.532 -1.322 1.809 1.06 -0.66 1.59 0.537
C 3.422 -0.929 0.260 -0.75 0.49 0.52 -0.127
O 3.438 -1.053 2.917 -3.56 3.48 -0.08 -0.727
O 2.192 -2.707 1.857 -0.77 -0.39 -1.17 -0.277
H -2.200 -0.365 -1.732 -0.02 -0.22 -0.11 0.106
H -3.792 0.458 -1.570 0.08 0.19 -0.32 0.100
H -2.453 0.997 -0.593 0.02 0.25 -0.19 0.077
H -3.245 -1.419 2.684 -0.10 -0.28 -0.36 0.113
H -3.811 0.185 3.058 -0.30 0.10 -0.07 0.141
H -1.676 0.642 1.249 0.01 -0.03 -0.17 0.125
H -1.723 0.901 2.977 0.15 0.00 0.15 0.143
H 2.680 -0.919 -0.531 0.01 -0.13 -0.21 0.083
H 4.211 -1.683 0.089 -0.91 0.31 -0.09 0.015
H 3.880 0.059 0.373 -0.18 -0.10 0.02 0.091
F -5.329 -2.972 -1.373 -0.57 1.35 1.59 -0.669
Al -5.885 -1.594 0.802 -0.14 -1.77 -1.41 0.988
O 1.260 -5.004 3.981 0.11 -0.02 -0.06 -0.038
H 1.218 -4.427 3.210 -0.12 0.03 0.00 0.012
H 2.092 -5.475 3.881 -0.01 -0.07 0.04 0.040
C -3.133 -4.251 3.133 0.52 -0.20 -0.75 -0.757
O -3.907 -3.535 2.476 -0.40 0.27 0.77 0.004
O -2.130 -4.852 2.405 -0.41 0.36 -0.20 0.065
O -3.129 -4.471 4.356 0.05 -0.33 0.31 0.133
H -2.381 -4.519 1.524 0.44 -0.35 -0.20 0.121
N -4.226 5.077 -2.686 0.06 -0.63 -0.41 -0.261
S -2.696 4.780 -2.318 2.53 0.78 1.45 0.499
O -1.772 4.858 -3.398 -0.70 -0.33 -0.76 -0.275
O -2.456 3.769 -1.343 -0.85 -0.52 -0.10 -0.274
F -2.363 6.090 -1.524 -0.86 0.23 -0.07 -0.145
S -4.865 3.969 -3.547 -0.19 0.66 0.14 0.456
O -6.116 4.333 -4.139 -0.21 -0.06 -0.14 -0.290
O -4.825 2.615 -3.053 0.13 -0.44 -0.51 -0.327
F -3.928 3.868 -4.862 -0.08 -0.36 -0.13 -0.220
N 1.949 6.955 -3.138 0.06 -0.07 -0.04 0.059
C 3.231 6.791 -3.453 0.04 0.06 0.04 -0.163
C 3.704 5.753 -4.243 -0.01 -0.02 0.02 -0.085
C 2.791 4.831 -4.729 0.02 -0.04 -0.02 -0.091
C 1.452 4.985 -4.410 0.03 -0.02 0.00 -0.069
C 1.083 6.061 -3.615 0.02 0.16 0.07 -0.143
H 3.910 7.535 -3.050 0.05 -0.02 -0.03 0.101
H 4.758 5.673 -4.470 0.01 0.03 0.00 0.096
H 3.119 4.006 -5.350 0.00 0.01 -0.02 0.100
H 0.704 4.291 -4.767 -0.05 0.03 0.02 0.097
H 0.049 6.219 -3.348 -0.04 -0.04 -0.03 0.080
C -1.134 -7.252 4.276 0.34 3.21 1.72 0.155
C -1.283 -8.753 3.597 -0.71 -3.19 -1.67 -0.564
O -0.372 -9.461 3.953 0.42 1.11 0.67 0.239
O -2.265 -8.798 2.898 -0.06 1.15 0.38 0.254
H -0.258 -7.204 4.911 0.18 -0.58 -0.16 0.088
H -1.057 -6.500 3.493 -0.14 -0.54 -0.59 0.068
H -2.025 -7.063 4.878 -0.39 -0.62 -0.31 0.109
Cs 5.289 -2.264 2.380 5.20 -2.95 0.07 1.456
Li -5.646 2.196 -5.211 0.06 0.40 0.60 0.870
C 8.899 1.151 -0.417 -0.19 0.17 0.00 -0.144
O 7.677 1.261 0.322 -0.03 -0.22 -0.04 -0.144
H 9.419 0.262 -0.072 -0.02 -0.02 0.05 0.077
H 8.696 1.055 -1.486 0.09 -0.03 -0.01 0.079
H 9.531 2.022 -0.245 0.07 -0.04 -0.02 0.083
H 7.226 2.050 0.012 0.00 0.06 0.06 0.071
```
Forces are in eV/Å.